[1]
The following is a quantum chemistry calculation of one molecule with the formula C14H25NO6S, from the OMol25 dataset.

```
47
Properties=species:S:1:pos:R:3:forces:R:3
H 0.283270 3.061089 -0.857923 0.043 0.048 0.019
H -0.744502 0.605663 -2.053388 -0.049 0.150 0.156
H -3.593399 3.695332 -2.876588 0.147 -0.019 -0.141
H 5.173403 -2.164378 1.478387 0.069 -0.086 -0.011
C -1.209564 -0.868904 0.000470 -0.095 0.584 -0.052
H 0.369642 -2.231092 2.311175 0.063 0.044 0.097
O 4.024609 -0.175027 0.105679 0.273 -0.119 -0.243
C -2.215485 -3.654995 0.504062 0.105 0.310 0.018
C -0.927314 1.257162 -1.192420 -0.033 -0.045 -0.031
C -1.579567 -2.709552 1.522504 0.123 -0.630 0.124
H 0.649198 1.706277 0.231679 -0.137 0.120 -0.060
C -2.301781 -2.802647 2.866898 0.157 0.211 -0.384
H -2.564414 3.761664 -4.342262 -0.028 -0.040 0.139
O -1.774474 -1.331827 1.117877 -0.151 0.045 0.191
N -1.442934 0.460898 -0.114874 -0.371 0.180 0.165
H -2.620699 5.985771 -3.216986 -0.050 0.117 -0.039
C 2.145672 -0.136582 -1.291207 -0.190 0.379 0.028
C 2.698585 -0.052252 0.104257 -0.213 -0.062 -0.235
O -2.818510 2.701579 -0.817582 -0.100 0.153 0.043
H 0.044467 -3.967988 2.170126 -0.012 -0.109 0.084
H 2.885637 -0.535531 -1.979802 -0.032 -0.015 -0.013
O -1.753395 2.762104 -2.796615 0.315 -0.076 -0.256
O 2.032857 0.148530 1.090896 -0.035 -0.107 0.166
H -1.845926 -2.122903 3.581549 0.052 0.056 0.112
H 3.694329 -1.705135 2.334216 -0.052 -0.035 0.058
C 0.383355 1.978458 -0.790558 0.357 -0.204 -0.292
H 4.192672 0.694602 1.968212 0.143 -0.069 -0.127
C -0.088647 -3.000721 1.693492 -0.173 0.183 -0.146
H 5.273524 -1.300128 3.020945 0.066 -0.022 0.114
C 4.710617 -1.399641 2.097329 -0.113 0.261 -0.301
H 1.218694 -0.713168 -1.316085 0.222 -0.030 0.050
H -2.118566 -4.681306 0.846920 -0.013 -0.119 0.073
H -1.721534 -3.555653 -0.458517 0.001 -0.056 -0.028
H -2.000457 0.927621 0.584606 0.010 -0.094 -0.026
H 5.707173 0.260404 1.116678 -0.141 0.000 0.019
H -2.242947 -3.816472 3.251339 0.018 -0.115 0.030
C -2.576376 3.841250 -3.254012 -0.325 0.458 0.022
H -3.346203 -2.527691 2.746471 -0.130 0.001 0.006
C -1.959517 2.315550 -1.566494 0.066 -0.532 0.302
C -2.025028 5.182351 -2.793800 -0.023 -0.420 -0.011
H 0.407932 -3.009827 0.727167 0.054 -0.036 0.006
S 1.792488 1.566127 -1.855636 0.079 0.044 -0.005
O -0.582774 -1.506738 -0.816856 0.100 -0.428 -0.196
H -3.270811 -3.419660 0.384032 -0.122 -0.019 0.008
C 4.695186 -0.067036 1.362948 0.060 0.027 0.542
H -0.993525 5.294355 -3.119128 0.077 0.065 -0.047
H -2.064964 5.250067 -1.709183 -0.012 0.050 0.070
```
Positions in Å, forces in eV/Å.

Calculated values
HOMO energy = -8.687 eV
E_LUMO = 0.0290 hartree
orbital gap = 9.476 eV
SMILES = CCOC(=O)CSC[C@@H](NC(=O)OC(C)(C)C)C(=O)OCC
E = -39535.831 eV
ΔE to the lowest compared entry with this formula, charge and spin = 3.2 kcal per mole

Atomic partial charges in e from the Mulliken method, atoms 1 to 6:
1 H 0.446
2 H 0.545
3 H 0.329
4 H 0.301
5 C 0.686
6 H 0.400


[2]
The following is a quantum chemistry calculation of C19H25Cl2N3ORuS2 as an isolated structure, from the OMol25 dataset.

```
53
Properties=species:S:1:pos:R:3:forces:R:3
H -3.153882 2.663163 -1.302776 0.013 -0.005 -0.024
S 0.486025 0.527179 1.883428 -0.164 0.080 -0.040
H 2.040952 1.483028 -3.345822 0.017 0.003 -0.008
H -3.432945 1.295498 -0.212188 -0.008 -0.004 0.012
C -0.521833 2.466241 -1.374371 -0.091 0.025 0.058
C 4.262686 -0.721571 -1.285737 -0.065 0.018 -0.005
Cl -2.841360 -1.242351 0.841214 0.192 0.099 0.133
H -0.201075 5.119697 -3.447045 -0.003 0.003 0.005
H 1.602920 3.677940 -4.346630 0.005 -0.011 0.003
H -1.706535 -2.807996 4.184805 -0.046 -0.027 -0.022
H -0.499723 -1.966449 5.206940 -0.017 -0.016 -0.027
H -1.327102 -2.829950 -1.194467 0.003 0.000 0.003
C 0.498576 -0.707861 3.130107 0.175 0.137 0.072
C 0.536886 1.681063 -1.825366 0.238 0.026 -0.159
C 1.895547 -0.315142 -1.124277 0.138 -0.064 -0.018
C -2.753749 1.711169 -0.951014 -0.032 -0.013 0.059
C 0.315841 -2.991238 0.850311 0.004 0.016 -0.005
C 3.173747 0.126685 -1.446580 0.051 -0.041 0.045
S 1.761671 -0.836256 4.139572 0.109 -0.008 -0.021
H 3.336484 1.142625 -1.769307 -0.008 0.015 -0.017
H -1.592197 4.314142 -1.597510 0.005 -0.020 0.016
C 1.733673 -1.604449 -0.591724 -0.096 0.118 -0.047
H -0.276825 -1.841912 -2.245370 -0.006 -0.002 -0.024
C -3.402806 -0.532410 2.409194 0.023 0.030 -0.054
C 4.090204 -2.003481 -0.796210 -0.078 0.009 0.034
C -0.296314 -2.565577 -1.432444 -0.006 0.010 0.049
N -1.412445 1.898006 -0.339280 0.287 0.301 -0.212
C -0.774145 3.699328 -1.950475 -0.047 0.101 0.013
H 0.660137 -3.959061 0.481547 0.000 -0.003 -0.008
H -3.709432 -1.370525 3.021293 -0.017 -0.032 0.002
H -2.672996 1.033059 -1.801837 -0.008 -0.007 -0.013
Cl -4.752402 0.556434 2.181254 0.009 0.023 -0.017
C -0.698927 -2.406921 4.232013 -0.091 -0.105 0.051
H 5.253776 -0.363225 -1.529490 -0.012 0.004 0.005
H 4.940546 -2.657570 -0.663065 -0.013 -0.007 -0.008
N 0.719856 0.449577 -1.180053 -0.183 -0.042 0.048
N 0.356209 -1.980202 -0.225766 0.303 0.014 -0.156
H -0.536751 2.992469 1.237856 0.023 0.036 -0.006
C -1.520315 2.833573 0.807644 -0.101 -0.136 0.039
H 0.239801 -3.463549 -1.745047 -0.010 -0.014 -0.008
Ru -0.613342 -0.064780 0.021248 -0.518 -0.326 0.217
C 0.003186 4.155969 -3.002656 -0.023 -0.010 0.040
H 2.700226 -3.434020 -0.026111 -0.020 -0.018 0.009
H -1.939917 3.786406 0.485100 -0.021 0.003 0.004
H 0.952194 -2.676557 1.672902 0.006 -0.010 -0.024
H 0.033072 -3.190264 4.036612 0.016 0.013 0.031
C 1.279637 2.120128 -2.923139 0.022 -0.028 -0.019
C 1.016865 3.351024 -3.498409 0.017 -0.045 -0.002
C 2.818020 -2.442381 -0.438372 0.068 -0.024 -0.008
H -2.173120 2.397714 1.563053 0.006 -0.009 -0.018
H -2.552084 -0.010528 2.827885 0.002 0.005 -0.012
H -0.711546 -3.090989 1.192245 0.031 -0.009 0.001
O -0.634966 -1.404902 3.206319 -0.080 -0.055 0.032
```
Positions in Å, forces in eV/Å.

Calculated values
HOMO energy (spin up / spin down) = -10.567 / -10.665 eV
E_LUMO (spin up / spin down) = -0.1372 / -0.1594 hartree
orbital gap (spin up / spin down) = 6.833 / 6.327 eV
net charge = +1
E = -75917.836 eV
ΔE to the lowest compared entry with this formula, charge and spin = 20.2 kcal per mole
<S²> = 0.764
spin multiplicity = 2

Atomic partial charges in e from the Mulliken method, atoms 1 to 6:
1 H 0.365
2 S -0.190
3 H 0.742
4 H 0.230
5 C 0.709
6 C -0.824


[3]
The following is a quantum chemistry calculation of a 2-piece molecular cluster, C2H4BrO3S overall at a distorted geometry, from the OMol25 dataset.

```
11
Properties=species:S:1:pos:R:3:forces:R:3
Br 3.191608 0.118816 -0.806959 1.748 0.803 -0.946
H 1.645358 -1.792616 -0.625464 -0.024 0.174 0.049
H -0.138059 0.227292 0.106284 0.218 -0.608 0.272
H 0.643767 -0.745463 1.468790 -0.583 0.104 0.148
O -2.198994 -0.829241 -0.468167 0.101 -0.374 -0.681
H 1.238945 0.779386 0.790916 0.982 2.230 1.345
C 0.856285 -0.150355 0.585056 -2.608 0.118 0.936
O -2.242834 1.489505 -1.452799 0.372 -0.815 0.685
C 1.712473 -0.767593 -0.281342 0.723 -2.720 -1.669
S -2.004376 0.606189 -0.280215 -1.892 1.099 0.894
O -2.704171 1.064076 0.963902 0.963 -0.012 -1.033
```
Positions in Å, forces in eV/Å.

Calculated values
HOMO energy (spin up / spin down) = -3.711 / -4.310 eV
E_LUMO (spin up / spin down) = 0.1085 / 0.1088 hartree
orbital gap (spin up / spin down) = 6.664 / 7.271 eV
net charge = -1
E = -89157.609 eV
ΔE to the lowest compared entry with this formula, charge and spin = 55.1 kcal per mole

Atomic partial charges in e from the Mulliken method, atoms 1 to 6:
1 Br -0.178
2 H 0.387
3 H -0.119
4 H 0.268
5 O -0.586
6 H 0.403